No. 1
Entry from OMol25: a 17-piece molecular cluster, C40H90O20 overall in a non-equilibrium geometry (ωB97M-V/def2-TZVPD).

Summary:
LUMO energy: -0.77 eV
frontier orbital gap: 8.60 eV
HOMO energy: -9.4 eV
energy: -83883.55572 eV

Structure (ORCA input):
```
! wB97M-V def2-TZVPD RIJCOSX def2/J DEFGRID3
* xyz 0 1
C -3.2751 -0.5759 3.3122
C -4.2625 -0.2706 2.2224
O -5.4514 -0.3859 2.4044
O -3.7180 0.2021 1.0769
C -4.5964 0.1926 -0.0606
C -4.6512 -1.1366 -0.7907
C -3.2719 -1.7558 -1.0957
C -2.9918 -3.0244 -0.2889
C -1.7814 -3.7921 -0.8460
C -0.5097 -2.9752 -0.6895
C 0.7813 -3.7395 -1.0077
C 1.0205 -5.0586 -0.2721
C 1.9733 -5.0526 0.9037
C 2.0038 -6.2027 1.7061
C 2.8925 -6.3557 2.7527
C 3.8030 -5.3331 3.0174
C 3.7696 -4.1744 2.2521
C 2.8613 -4.0339 1.2065
C 4.7486 -3.1016 2.5476
O 4.6142 -1.9607 2.1643
C 5.9633 -3.4913 3.3214
C 7.0931 -2.6816 3.3187
C 8.2317 -3.0633 4.0093
C 8.2828 -4.2536 4.7193
C 7.1519 -5.0649 4.7570
C 6.0181 -4.6761 4.0660
C 4.8054 -5.5418 4.1038
O 4.6462 -6.4014 4.9423
H -3.5966 -1.4917 3.7927
H -3.3302 0.2080 4.0562
H -2.2577 -0.6377 2.9418
H -5.5983 0.5293 0.1733
H -4.1925 0.9153 -0.7683
H -5.2937 -1.8385 -0.2581
H -5.1608 -0.9181 -1.7284
H -3.2526 -2.0383 -2.1450
H -2.5247 -0.9975 -0.8779
H -2.8603 -2.7948 0.7711
H -3.8779 -3.6576 -0.3441
H -1.7582 -4.7515 -0.3328
H -2.0418 -3.9561 -1.8874
H -0.4586 -2.4729 0.2772
H -0.5553 -2.1706 -1.4230
H 0.7350 -3.9784 -2.0698
H 1.6237 -3.0631 -0.8923
H 0.0985 -5.5325 0.0503
H 1.4703 -5.7420 -0.9943
H 1.3284 -7.0174 1.4794
H 2.8999 -7.2494 3.3533
H 2.8924 -3.1280 0.6217
H 7.0722 -1.7541 2.7734
H 9.1102 -2.4357 4.0015
H 9.1689 -4.5688 5.2465
H 7.1214 -5.9991 5.2950
C -0.8263 -0.0501 6.5019
O -2.0541 0.5226 6.0496
H -1.0474 -1.0552 6.8470
H -0.0877 -0.0981 5.6953
H -0.4237 0.5276 7.3349
H -1.8684 1.4198 5.7602
C 8.6551 -0.4142 -0.1756
O 7.9197 -0.9741 0.9058
H 9.6222 -0.0847 0.1970
H 8.8110 -1.1638 -0.9551
H 8.1278 0.4441 -0.5990
H 7.0713 -1.2609 0.5461
C -3.4250 4.0728 -0.6094
O -3.5340 3.3787 -1.8532
H -2.5341 3.7161 -0.1009
H -3.3378 5.1499 -0.7685
H -4.2991 3.8667 0.0114
H -4.3353 3.6942 -2.2842
C -3.0408 4.2912 -5.3106
O -2.6130 3.1416 -4.5923
H -2.7867 4.1517 -6.3590
H -4.1257 4.4221 -5.2253
H -2.5316 5.1855 -4.9410
H -2.8409 3.2755 -3.6617
C 7.8433 -3.9601 -0.7021
O 6.8654 -3.0098 -1.1254
H 8.5135 -3.4512 -0.0139
H 7.3745 -4.8004 -0.1836
H 8.4182 -4.3354 -1.5526
H 6.2671 -3.4534 -1.7317
C -1.3910 7.1099 -7.3135
O -0.8877 7.0756 -5.9718
H -2.4352 7.3980 -7.2802
H -0.8422 7.8366 -7.9127
H -1.3097 6.1220 -7.7736
H 0.0378 6.8163 -6.0140
C -3.6912 -6.1316 -4.1928
O -3.6433 -4.9512 -3.3863
H -2.7685 -6.6790 -4.0433
H -4.5292 -6.7668 -3.8990
H -3.7832 -5.8736 -5.2511
H -4.4657 -4.4735 -3.5225
C -8.8268 1.8005 0.5956
O -7.5450 2.3742 0.3561
H -9.3723 1.8160 -0.3444
H -8.7352 0.7663 0.9368
H -9.3845 2.3775 1.3376
H -7.0618 2.3547 1.1873
C 5.2036 -2.4529 6.7698
O 5.4850 -1.1485 6.2607
H 5.2651 -2.3984 7.8532
H 4.1982 -2.7697 6.4817
H 5.9391 -3.1663 6.3923
H 5.4340 -1.1909 5.3010
C -1.1626 -2.4040 10.0732
O -1.6777 -1.1781 9.5655
H -0.0903 -2.4257 9.9002
H -1.3508 -2.4799 11.1472
H -1.6225 -3.2531 9.5589
H -2.6264 -1.1773 9.7315
C -5.2340 -3.2252 9.6425
O -5.0723 -2.2079 10.6327
H -4.3599 -3.2093 8.9967
H -5.3124 -4.2083 10.1131
H -6.1262 -3.0328 9.0423
H -5.8487 -2.2370 11.1969
C -3.1321 10.6973 -9.2872
O -2.7411 9.5285 -8.5730
H -2.8697 10.5454 -10.3309
H -4.2099 10.8629 -9.2140
H -2.6044 11.5770 -8.9103
H -2.9704 9.6718 -7.6506
C 2.0324 6.1184 -3.5025
O 1.6235 7.4610 -3.7651
H 3.0821 6.0382 -3.7703
H 1.9155 5.8733 -2.4449
H 1.4555 5.4079 -4.1003
H 0.6938 7.5337 -3.5286
C -2.0385 -10.0538 -4.2158
O -2.8858 -9.0960 -4.8445
H -1.5058 -9.5434 -3.4177
H -2.6201 -10.8723 -3.7846
H -1.3106 -10.4607 -4.9221
H -3.3592 -9.5424 -5.5511
C 0.3472 10.8867 -7.0832
O -0.8851 10.7565 -6.3833
H 0.5584 11.9468 -7.1989
H 1.1501 10.4181 -6.5144
H 0.2818 10.4223 -8.0717
H -1.0514 9.8128 -6.2823
C 2.9466 11.4629 -4.3486
O 3.3996 10.3007 -3.6674
H 3.7653 12.1779 -4.3774
H 2.6539 11.2149 -5.3681
H 2.0985 11.9120 -3.8235
H 2.6693 9.6727 -3.6496
*
```

***

No. 2
Entry from OMol25: a 10-piece molecular cluster, C40H95Cl10N5O10 overall in a non-equilibrium geometry (ωB97M-V/def2-TZVPD).

Summary:
LUMO energy: 0.29 eV
frontier orbital gap: 8.58 eV
SMILES: COCCNCCOC.COCCNCCOC.COCCNCCOC.COCCNCCOC.COCCNCCOC.ClCCCl.ClCCCl.ClCCCl.ClCCCl.ClCCCl
HOMO energy: -8.3 eV
energy: -196159.39611 eV

Structure (ORCA input):
```
! wB97M-V def2-TZVPD RIJCOSX def2/J DEFGRID3
* xyz 0 1
C 1.8569 2.4882 -0.2073
O 1.6678 1.3152 0.5421
C 0.3352 0.8112 0.4798
C 0.0477 -0.4267 1.3573
N 0.5681 -1.7387 0.9722
C 0.2597 -2.7354 2.0289
C -0.7546 -3.7048 1.5108
O -1.9869 -3.2002 1.8540
C -2.9808 -4.1830 2.1206
H 1.2133 3.3174 0.0861
H 1.6064 2.2210 -1.2340
H 2.8818 2.8451 -0.1061
H 0.1268 0.7413 -0.5878
H -0.4189 1.5407 0.7753
H -1.0378 -0.5099 1.3048
H 0.4277 -0.1135 2.3297
H 1.5499 -1.5394 0.8438
H -0.0943 -2.3039 2.9652
H 1.1620 -3.3179 2.2146
H -0.6320 -4.6325 2.0699
H -0.6955 -3.9603 0.4528
H -2.7205 -4.7461 3.0168
H -3.1446 -4.7966 1.2348
H -3.9130 -3.6632 2.3422
C -6.1468 1.7322 -1.6900
O -5.3861 1.2247 -0.6080
C -5.2234 -0.1881 -0.5261
C -4.8397 -0.5784 0.9266
N -6.0273 -0.3144 1.7985
C -5.6320 -0.4205 3.2385
C -6.8948 -0.7655 4.0168
O -7.3630 -2.0988 3.6203
C -8.6063 -2.4304 4.2253
H -6.1476 2.8201 -1.6226
H -7.1828 1.3935 -1.6997
H -5.6433 1.4370 -2.6105
H -4.4951 -0.6657 -1.1816
H -6.1452 -0.7151 -0.7727
H -3.8541 -0.2098 1.2112
H -4.7755 -1.6665 0.9310
H -6.6696 -1.0795 1.6496
H -5.1511 0.4596 3.6655
H -4.8197 -1.1306 3.3935
H -7.6345 0.0309 3.9349
H -6.5503 -0.8292 5.0490
H -8.4828 -2.8919 5.2050
H -9.1263 -3.1716 3.6184
H -9.3421 -1.6367 4.3548
C 5.0889 3.1231 2.1757
O 6.4934 3.4549 1.8690
C 6.6532 3.1295 0.4964
C 8.0445 3.6486 0.1213
N 8.2452 3.9320 -1.3163
C 9.6265 3.8735 -1.8025
C 9.7748 3.7868 -3.3875
O 10.8987 2.9961 -3.6489
C 12.1334 3.6911 -3.4721
H 4.7994 2.1546 1.7680
H 4.3783 3.7565 1.6448
H 4.8242 3.3346 3.2116
H 5.9043 3.6552 -0.0959
H 6.5432 2.0621 0.3049
H 8.7532 2.8594 0.3723
H 8.1974 4.5284 0.7463
H 7.8237 4.7537 -1.7254
H 9.9749 2.8749 -1.5389
H 10.2635 4.6559 -1.3901
H 9.7578 4.8092 -3.7650
H 8.9595 3.2549 -3.8779
H 12.3168 3.9318 -2.4249
H 12.1992 4.5233 -4.1730
H 12.7713 2.8557 -3.7605
C 1.1927 5.5978 2.2514
O 2.4186 6.1027 1.5754
C 2.4470 7.5742 1.4390
C 1.6341 8.1131 0.2395
N 1.9522 9.5215 -0.1380
C 1.1030 9.9610 -1.2697
C 1.2099 9.0364 -2.5863
O 2.4538 9.1561 -3.2450
C 2.7059 10.4554 -3.8983
H 1.2257 4.5092 2.2065
H 0.2495 5.8161 1.7505
H 1.2515 5.7627 3.3273
H 3.4627 7.9668 1.3930
H 2.3520 7.9650 2.4521
H 0.5577 8.0456 0.3971
H 1.9702 7.5770 -0.6481
H 2.8778 9.5914 -0.5361
H 1.2818 11.0283 -1.4000
H 0.0167 9.9781 -1.1813
H 0.3738 9.1957 -3.2672
H 0.9151 8.0140 -2.3501
H 2.7473 11.2806 -3.1874
H 1.8753 10.7412 -4.5438
H 3.5661 10.2838 -4.5454
C -4.5835 -8.1227 0.7680
O -3.9057 -6.9770 0.1920
C -4.4263 -6.6781 -1.0727
C -3.9382 -5.3388 -1.6610
N -2.4771 -5.2565 -1.8438
C -2.1667 -5.9269 -3.1533
C -0.6156 -6.1048 -3.1390
O -0.3298 -6.8927 -2.0491
C 0.9601 -7.3678 -1.9950
H -4.3841 -8.0553 1.8375
H -4.1631 -9.0789 0.4563
H -5.6501 -8.2239 0.5674
H -5.5096 -6.5582 -1.0599
H -4.1137 -7.5247 -1.6840
H -4.3370 -4.6086 -0.9568
H -4.3242 -5.1433 -2.6615
H -1.9799 -5.8551 -1.2000
H -2.5305 -5.3327 -3.9915
H -2.5033 -6.9512 -3.3132
H -0.1952 -5.1125 -2.9756
H -0.3769 -6.4018 -4.1602
H 1.0196 -7.7883 -0.9911
H 1.6396 -6.5204 -2.0857
H 1.0429 -8.0727 -2.8223
Cl -1.5036 2.2651 -2.1372
C -1.2778 3.1708 -3.6920
C 0.2372 3.5246 -3.7490
Cl 0.7199 4.9311 -2.6917
H -1.8872 4.0680 -3.8007
H -1.5453 2.5013 -4.5094
H 0.3990 3.7424 -4.8047
H 0.9431 2.7303 -3.5065
Cl 3.5833 -1.6135 0.2052
C 2.8220 -2.0995 -1.2746
C 2.4143 -3.6242 -1.0793
Cl 3.7021 -4.7999 -1.2001
H 3.6356 -2.1507 -1.9981
H 1.9569 -1.4584 -1.4440
H 1.7219 -3.8578 -1.8880
H 1.8255 -3.7810 -0.1755
Cl -1.8776 0.8220 4.2742
C -1.9741 -0.8019 5.0419
C -2.9894 -0.9545 6.2361
Cl -2.0553 -0.8114 7.8583
H -0.9536 -0.9990 5.3702
H -2.0499 -1.5332 4.2372
H -3.5969 -1.8589 6.2028
H -3.7927 -0.2235 6.1435
Cl -0.1123 -1.7237 -3.5561
C -1.2724 -2.0229 -2.1561
C -2.7213 -2.2428 -2.8038
Cl -3.2580 -0.6689 -3.4639
H -1.2341 -1.0767 -1.6164
H -0.8751 -2.8584 -1.5798
H -3.4909 -2.6547 -2.1509
H -2.6478 -2.9841 -3.5995
Cl -0.1634 -7.5432 1.9860
C -1.7884 -8.1584 2.2635
C -2.0393 -8.8497 3.5949
Cl -1.0984 -10.3421 3.7682
H -2.1595 -8.7142 1.4024
H -2.4389 -7.3122 2.0421
H -3.0677 -9.0113 3.9179
H -1.6926 -8.0641 4.2663
*
```

***

No. 3
Entry from OMol25: a 13-piece molecular cluster, C40H96ClN27O15P overall in a non-equilibrium geometry (ωB97M-V/def2-TZVPD).

Summary:
LUMO energy: -2.41 eV
frontier orbital gap: 7.57 eV
HOMO energy: -10.0 eV
energy: -135798.58940 eV

Structure (ORCA input):
```
! wB97M-V def2-TZVPD RIJCOSX def2/J DEFGRID3
* xyz 1 1
C -1.9588 -1.5739 4.3345
C -0.9306 -0.8841 3.4260
C 0.4281 -0.7952 4.2234
C -0.6775 -1.7022 2.1326
C -0.8882 -0.9212 0.8175
C -2.2683 -0.2398 0.8196
C 0.2750 0.0775 0.5665
O -0.0743 1.2135 -0.2179
C 0.1304 1.1183 -1.5931
C -0.5217 2.4306 -2.1146
C -0.0957 3.6838 -1.2995
C -1.0225 4.0933 -0.1664
C -0.7256 5.2871 0.4724
C -1.4680 5.7346 1.5320
C -2.5317 4.9904 2.0020
C -2.8442 3.8228 1.3587
C -2.0972 3.3726 0.2953
C -0.5481 -0.0961 -2.3376
P -1.2978 0.3224 -4.0172
N -2.6881 1.0284 -3.8230
N 0.4796 -1.1846 -2.3557
C 0.0781 -2.3833 -3.1620
C -1.3183 -2.9433 -2.7822
C -1.1987 -4.4649 -2.8204
O -0.5542 -5.0793 -1.9892
O -1.8095 -5.1305 -3.8416
C 1.8406 -0.5657 -2.6212
C 2.9792 -1.1674 -1.7336
C 2.3778 -0.7036 -4.0593
C 3.0954 -2.0276 -4.4217
C 4.6196 -1.8149 -4.4469
Cl 5.4194 -2.6447 -5.8140
C 1.6181 0.8944 -2.0951
C 2.2779 2.0141 -2.9524
C 3.8088 1.9052 -2.7869
N 4.5875 2.1376 -3.7666
H -2.9703 -1.5466 3.9084
H -2.0182 -1.0941 5.3167
H -1.7108 -2.6290 4.5057
H -1.2668 0.1408 3.2534
H 1.0882 -1.6290 3.9806
H 0.1793 -0.8174 5.2872
H 0.8850 0.1672 3.9699
H -1.4072 -2.5244 2.1214
H 0.3087 -2.1823 2.1068
H -0.8686 -1.6490 -0.0168
H -3.0364 -0.8910 1.2450
H -2.5906 0.0906 -0.1744
H -2.1939 0.6726 1.4208
H 0.5216 0.4737 1.5609
H 1.1780 -0.4504 0.2296
H -1.6094 2.3361 -2.0658
H -0.2417 2.6222 -3.1565
H 0.9340 3.5599 -0.9420
H -0.0670 4.5206 -2.0105
H 0.1240 5.8814 0.1394
H -1.1686 6.6797 1.9945
H -3.0922 5.3429 2.8617
H -3.6809 3.2289 1.7208
H -2.3385 2.4317 -0.1861
H -1.4615 -0.3765 -1.8002
H -1.4932 -0.8403 -4.7935
H -0.4339 1.2070 -4.6993
H -3.4083 0.4842 -4.2895
H 0.6474 -1.6270 -1.4435
H 0.8059 -3.1675 -2.9295
H 0.1162 -2.2196 -4.2372
H -2.0242 -2.6805 -3.5764
H -1.6811 -2.6389 -1.8001
H -2.1568 -5.9568 -3.4658
H 2.9406 -2.2627 -1.6972
H 3.9306 -0.8115 -2.1310
H 2.9259 -0.8294 -0.6946
H 1.5223 -0.6075 -4.7507
H 3.0586 0.1024 -4.3254
H 2.8060 -2.2657 -5.4532
H 2.8177 -2.9047 -3.8345
H 5.0556 -2.0739 -3.4722
H 4.8166 -0.7474 -4.5883
H 2.1585 1.0062 -1.1441
H 2.0268 1.8669 -4.0074
H 2.0175 3.0195 -2.6150
H 4.2273 1.6558 -1.8056
H 4.0277 2.3590 -4.5926
C -5.3780 -5.4682 -4.6941
O -4.9943 -6.6286 -4.5812
N -6.6823 -5.1135 -4.5755
N -4.5200 -4.4420 -4.9357
H -7.0069 -4.1691 -4.6643
H -7.3454 -5.8438 -4.3874
H -3.5475 -4.6767 -5.0223
H -4.8094 -3.4863 -5.0226
C -2.3477 -9.6930 -4.1477
O -1.8918 -10.8075 -3.9837
N -3.6738 -9.3993 -4.0350
N -1.5579 -8.6121 -4.4635
H -4.0378 -8.4714 -4.1606
H -4.2967 -10.1522 -3.8105
H -0.5708 -8.7724 -4.5574
H -1.9231 -7.6920 -4.6082
C 6.0092 5.2258 -1.1405
O 4.9329 5.4280 -0.6021
N 7.1424 5.9107 -0.8057
N 6.1658 4.2928 -2.1258
H 8.0307 5.7538 -1.2422
H 7.0648 6.6045 -0.0856
H 5.3527 3.7755 -2.3954
H 7.0394 4.1064 -2.5852
C -2.0370 9.8530 1.9922
O -1.6234 8.8037 2.4528
N -2.7303 10.7589 2.7385
N -1.8394 10.2112 0.6834
H -3.0735 11.6253 2.3716
H -2.9008 10.5280 3.7038
H -1.3336 9.5698 0.1024
H -2.1736 11.0698 0.2906
C 2.3435 -8.7712 -2.4621
O 2.7927 -9.8849 -2.2939
N 1.0078 -8.4839 -2.3580
N 3.1368 -7.6946 -2.7734
H 0.6288 -7.5656 -2.4938
H 0.3886 -9.2425 -2.1315
H 4.1220 -7.8604 -2.8602
H 2.7802 -6.7699 -2.9148
C -2.6317 10.3429 6.9180
O -2.5967 9.8164 5.8121
N -3.6798 10.1757 7.7678
N -1.6225 11.1344 7.3836
H -3.7263 10.5958 8.6762
H -4.4371 9.5937 7.4550
H -0.8337 11.2771 6.7801
H -1.6357 11.5711 8.2853
C -2.7057 6.1117 6.9715
O -3.8234 6.1861 6.4822
N -1.8211 7.1532 6.9456
N -2.2477 4.9818 7.5887
H -0.9046 7.1016 7.3460
H -2.1193 8.0094 6.4983
H -2.8651 4.1942 7.6301
H -1.3359 4.9017 7.9948
C -5.6123 -5.0445 -0.6698
O -5.5411 -3.8487 -0.9247
N -5.7878 -5.5218 0.5911
N -5.5148 -5.9983 -1.6461
H -5.8451 -6.4977 0.8092
H -5.8600 -4.8532 1.3367
H -5.3841 -5.6713 -2.5855
H -5.5622 -6.9839 -1.4695
C 7.4786 -1.3894 -1.4951
O 6.2847 -1.6449 -1.6026
N 7.9469 -0.1146 -1.5799
N 8.4202 -2.3482 -1.2793
H 8.9174 0.1220 -1.4954
H 7.2765 0.6175 -1.7296
H 8.1048 -3.2980 -1.2096
H 9.3981 -2.1493 -1.1873
C -4.9138 -7.3718 3.7809
O -5.2019 -6.2105 3.5434
N -5.8525 -8.3632 3.8464
N -3.6295 -7.7806 4.0014
H -5.6312 -9.3210 4.0412
H -6.8089 -8.1025 3.6930
H -2.9116 -7.0818 3.9627
H -3.3787 -8.7307 4.1982
C 8.6085 2.3955 -4.7652
O 8.3752 3.5585 -4.4868
N 9.8640 1.9462 -5.0674
N 7.6316 1.4383 -4.7952
H 10.0685 0.9930 -5.2988
H 10.6081 2.6190 -5.0563
H 6.6946 1.7309 -4.5757
H 7.8068 0.4764 -5.0179
C -1.4274 2.1337 9.8581
O -1.1426 2.6673 8.7982
N -1.4173 2.8059 11.0466
N -1.7819 0.8174 9.9450
H -1.6495 2.3800 11.9232
H -1.1633 3.7757 11.0250
H -1.8017 0.2895 9.0930
H -2.0189 0.3657 10.8073
*
```